(P)
Formula: H8O3S2
Source: the OMol25 dataset
Level of theory: ωB97M-V with the def2-TZVPD basis set

Geometry as XYZ:
```
13
Properties=species:S:1:pos:R:3:lowdin_charge:R:1
S 3.29877 -3.86424 -2.61654 0.1370
S 3.97594 -2.36296 -1.48442 0.1740
H 4.31716 -4.91996 -2.46780 -0.1154
H 3.05492 -2.07302 -0.54275 -0.1956
O 1.75224 4.31594 0.36833 -0.1118
H 1.08467 4.04744 -0.26582 0.0114
H 1.20430 4.54452 1.23127 0.1004
O -3.74267 0.58885 -0.56014 -0.1063
H -3.03258 0.79139 -1.19003 0.0325
H -3.75779 1.40921 0.07235 0.0932
O -2.47139 -0.63455 2.62115 0.0080
H -3.06146 -0.36369 1.95336 -0.0055
H -2.62211 -1.47892 2.88104 -0.0220
```

Summary:
LUMO: 0.2065 eV
HOMO: -9.06 eV
Gap between HOMO and LUMO: 9.265 eV

---

(Q)
Formula: H8O3S2
Source: the OMol25 dataset
Level of theory: ωB97M-V with the def2-TZVPD basis set

Geometry as XYZ:
```
13
Properties=species:S:1:pos:R:3:lowdin_charge:R:1
S 1.31542 0.22288 -0.98013 0.2620
S 1.30718 0.09770 1.04868 0.2531
H 0.89655 1.49048 -1.09515 -0.1947
H 2.42003 -0.65312 1.10942 -0.1920
O -1.31805 2.06141 -0.70354 -0.1061
H -1.52996 1.69188 0.16871 0.0102
H -2.18339 2.23808 -1.08169 0.0405
O -2.43160 -0.11630 0.91229 -0.0596
H -1.87392 -0.37518 1.64427 0.0269
H -2.07466 -0.66752 0.21796 0.0051
O -0.85389 -2.45102 -0.33506 -0.0533
H -0.90278 -2.62610 -1.25944 0.0324
H 0.05866 -2.22026 -0.18484 -0.0247
```

Summary:
LUMO: 0.3307 eV
HOMO: -8.82 eV
Gap between HOMO and LUMO: 9.149 eV

---

Least stable: (P)

---

(P)
Formula: C23H26N2O3
Source: the OMol25 dataset
Level of theory: ωB97M-V with the def2-TZVPD basis set

Geometry as XYZ:
```
54
Properties=species:S:1:pos:R:3:lowdin_charge:R:1
C -2.31339 -1.95420 1.65168 -0.0785
C -1.35388 -2.62374 0.67710 -0.2138
C -0.54336 -1.61788 -0.14917 -0.1394
N 0.22007 -0.68021 0.65213 -0.0295
C 1.25799 -1.25754 1.49701 -0.0380
C 2.55271 -1.44882 0.68802 -0.4309
O 2.84638 -2.52645 0.21290 0.0704
N 3.24413 -0.29495 0.57037 0.1519
C 4.42069 -0.03500 -0.14366 -0.1703
C 5.08506 -1.02757 -0.85598 -0.0112
C 6.24254 -0.73049 -1.55177 -0.0871
C 6.74569 0.55731 -1.54424 -0.0974
C 6.08574 1.54440 -0.83208 -0.0563
C 4.92531 1.27452 -0.12366 -0.2106
C 4.24605 2.36257 0.65553 -0.0398
C 0.22514 0.66095 0.51445 -0.4280
O 1.02656 1.35427 1.13218 0.0252
C -0.78484 1.31745 -0.41404 -0.0282
C -2.17604 1.22868 0.12180 -0.1614
C -2.60327 1.61967 1.34953 -0.0336
O -3.92986 1.41382 1.53101 0.0740
C -4.39178 0.86950 0.38216 -0.2179
C -5.69127 0.47917 0.09717 0.0479
C -5.94411 -0.06669 -1.14825 -0.2744
C -7.32499 -0.51036 -1.52446 -0.0529
C -4.90266 -0.20852 -2.07750 -0.0481
C -3.61259 0.17818 -1.79914 -0.0160
C -3.34215 0.72656 -0.54638 -0.1423
H -3.08144 -1.40449 1.11425 0.0632
H -1.78190 -1.26271 2.30154 0.0746
H -2.80209 -2.70159 2.27170 0.0758
H -1.91805 -3.23816 -0.02686 0.1136
H -0.68494 -3.29297 1.21970 0.0972
H 0.15548 -2.17266 -0.78792 0.1330
H -1.23336 -1.06464 -0.78108 0.1003
H 0.92902 -2.22907 1.85985 0.1215
H 1.42909 -0.58616 2.34150 0.1344
H 2.80034 0.52349 0.97991 0.0925
H 4.68942 -2.02922 -0.85833 0.0966
H 6.74880 -1.51058 -2.10024 0.1010
H 7.64824 0.79539 -2.08702 0.0976
H 6.48208 2.54998 -0.82347 0.1066
H 4.74414 3.31317 0.48246 0.0781
H 3.19911 2.47119 0.37278 0.0707
H 4.28354 2.15111 1.72476 0.0930
H -0.48718 2.36739 -0.48311 0.1343
H -0.73005 0.88398 -1.41317 0.1226
H -2.06472 2.05326 2.16961 0.1424
H -6.47292 0.60132 0.83014 0.1242
H -7.67550 0.04206 -2.39536 0.0829
H -7.32669 -1.56900 -1.78082 0.0825
H -8.02228 -0.34904 -0.70703 0.0742
H -5.13174 -0.63610 -3.04279 0.1122
H -2.83150 0.06307 -2.53650 0.1114
```

Summary:
LUMO: 0.7123 eV
HOMO: -8.23 eV
Gap between HOMO and LUMO: 8.947 eV

---

(Q)
Formula: C23H26N2O3
Source: the OMol25 dataset
Level of theory: ωB97M-V with the def2-TZVPD basis set

Geometry as XYZ:
```
54
Properties=species:S:1:pos:R:3:lowdin_charge:R:1
C -2.42866 -3.26589 -0.43122 -0.0594
C -3.50258 -2.74384 0.51927 -0.2386
O -3.87207 -1.40690 0.25410 -0.0777
C -3.02891 -0.37758 0.58721 -0.1877
C -1.88490 -0.53371 1.35896 -0.0075
C -1.09806 0.54619 1.72005 -0.0498
C -1.43229 1.82830 1.31575 -0.2484
C -0.56328 3.00907 1.64797 -0.1265
C 0.35427 3.34821 0.46442 -0.1580
N 1.22431 2.23957 0.15244 0.0814
C 2.56933 2.34536 0.06650 -0.4651
O 3.17479 3.38926 0.18842 0.0844
C 3.23056 1.03437 -0.24556 -0.0683
C 3.92221 0.88280 -1.41766 0.0504
C 4.48896 -0.37312 -1.73697 -0.3201
C 5.24168 -0.54710 -3.01701 -0.0349
N 4.37066 -1.41421 -0.95794 0.1526
C 3.72747 -1.29069 0.22037 -0.2147
C 3.64040 -2.42075 1.05930 -0.0139
C 3.02627 -2.33145 2.27744 -0.0793
C 2.48870 -1.11194 2.71656 -0.0826
C 2.54717 -0.00071 1.92070 -0.0379
C 3.14408 -0.06640 0.64679 -0.1013
C -2.56116 1.98750 0.52701 0.0473
C -3.36664 0.91958 0.14804 -0.1886
O -4.46194 1.27695 -0.58261 -0.0359
C -5.05392 0.38410 -1.50965 -0.2354
C -4.09994 -0.01084 -2.63168 -0.0552
H -1.50821 -2.69475 -0.33329 0.0692
H -2.77509 -3.18914 -1.45921 0.0760
H -2.22002 -4.30847 -0.20813 0.0780
H -3.19293 -2.86314 1.56457 0.1161
H -4.42926 -3.30650 0.37328 0.1259
H -1.59723 -1.51159 1.71047 0.1070
H -0.22733 0.37372 2.33432 0.0960
H -1.18124 3.88098 1.86506 0.1184
H 0.04725 2.79038 2.52549 0.1168
H 0.99846 4.19857 0.69897 0.1221
H -0.25725 3.59388 -0.41145 0.1253
H 0.78355 1.33742 0.05057 0.1381
H 4.02195 1.71040 -2.10366 0.1296
H 6.09739 0.12565 -3.03937 0.0825
H 4.60354 -0.30813 -3.86628 0.0808
H 5.58744 -1.57285 -3.10171 0.0761
H 4.08319 -3.34107 0.71227 0.1106
H 2.96420 -3.19742 2.92022 0.1020
H 2.03432 -1.05552 3.69525 0.1037
H 2.16269 0.94727 2.26809 0.1083
H -2.85690 2.96810 0.18659 0.1323
H -5.44004 -0.50626 -1.00607 0.1114
H -5.89379 0.95596 -1.91475 0.1233
H -3.26552 -0.58494 -2.23634 0.0632
H -3.70886 0.87793 -3.12212 0.0803
H -4.62682 -0.61661 -3.36377 0.0779
```

Summary:
LUMO: 0.1955 eV
HOMO: -8.26 eV
Gap between HOMO and LUMO: 8.459 eV

---

Least stable: (Q)

---

(P)
Formula: C6H6N2O
Source: the OMol25 dataset
Level of theory: ωB97M-V with the def2-TZVPD basis set

Geometry as XYZ:
```
15
Properties=species:S:1:pos:R:3:lowdin_charge:R:1
C 1.07002 0.87655 0.84355 -0.3682
C 0.09898 0.06363 0.10857 -0.2173
C -0.46496 -1.10827 0.56946 -0.1260
C -1.23620 -1.74730 -0.21597 -0.1087
C -1.55724 -1.22301 -1.55805 -0.1370
C -0.24992 0.58280 -1.10052 -0.0634
H 1.72057 -0.67945 1.95626 0.0190
H 1.94430 1.03471 2.94401 0.2703
H -0.75704 -1.31814 1.72864 0.1859
H -1.97369 -2.78752 0.06125 0.1843
H -2.20135 -1.74539 -2.28672 0.1109
H 0.28946 1.74697 -1.40785 0.2155
N 1.77333 0.27999 1.92054 0.0941
N -1.05775 -0.10786 -1.95445 0.0551
O 1.25057 2.23468 0.66995 -0.1146
```

Summary:
LUMO: -0.3015 eV
HOMO: -9.55 eV
Gap between HOMO and LUMO: 9.253 eV

---

(Q)
Formula: C6H6N2O
Source: the OMol25 dataset
Level of theory: ωB97M-V with the def2-TZVPD basis set

Geometry as XYZ:
```
15
Properties=species:S:1:pos:R:3:lowdin_charge:R:1
N 1.42917 1.75456 2.55874 0.1739
C 1.39412 1.08416 1.62729 -0.1835
C 1.19790 0.15362 0.55006 -0.1498
C 0.40725 0.54448 -0.73883 -0.1199
C -0.37107 1.68102 -0.51632 -0.0879
C -1.17552 1.44168 0.50225 -0.1431
O -1.21411 0.15668 0.85932 0.0144
C -0.10988 -0.49118 0.31663 -0.4327
N -0.29713 -1.93780 0.27483 0.1394
H 2.01623 -0.55941 0.29437 0.1638
H 0.86258 0.31480 -1.78411 0.1791
H -0.20980 2.59834 -1.00592 0.1097
H -1.94987 2.13381 1.04123 0.1749
H -1.31983 -1.97506 0.53212 0.1180
H 0.14513 -2.43177 0.97514 0.0437
```

Summary:
LUMO: 0.8527 eV
HOMO: -9.02 eV
Gap between HOMO and LUMO: 9.873 eV

---

(R)
Formula: C6H6N2O
Source: the OMol25 dataset
Level of theory: ωB97M-V with the def2-TZVPD basis set

Geometry as XYZ:
```
15
Properties=species:S:1:pos:R:3:lowdin_charge:R:1
H 2.15514 -2.56964 0.23519 0.1257
N 2.46987 -1.48813 0.08272 0.1159
C 1.59529 -0.60594 -0.13969 -0.3756
C 1.86849 0.92666 -0.06386 0.0178
C 0.76623 1.61158 -0.15868 -0.0758
C -0.27318 0.74874 -0.35212 -0.2813
C -1.58525 0.68104 -0.00728 0.0111
C -2.05452 -0.78116 0.13868 -0.1238
O -0.80471 -1.46848 -0.31631 -0.0934
N 0.28024 -0.54495 -0.61124 0.0144
H 2.81134 1.34652 0.27517 0.1113
H 0.39587 2.69899 0.15192 0.1763
H -2.18888 1.52311 0.19917 0.0904
H -2.38266 -1.14702 1.17470 0.1232
H -3.05328 -0.93134 -0.60837 0.1637
```

Summary:
LUMO: 0.0922 eV
HOMO: -8.33 eV
Gap between HOMO and LUMO: 8.422 eV

---

Least stable: (R)

---

(P)
Formula: C5H9NO2
Source: the OMol25 dataset
Level of theory: ωB97M-V with the def2-TZVPD basis set

Geometry as XYZ:
```
17
Properties=species:S:1:pos:R:3:lowdin_charge:R:1
C 2.94137 0.09026 0.00399 -0.3115
N 2.30864 -0.43235 -1.04214 0.1754
C -0.79722 0.57714 1.42291 -0.0457
C -0.27865 -0.01452 0.08808 -0.2147
C -1.37652 -0.00077 -0.95148 0.2313
C -2.68262 -0.51825 -0.62806 -0.1279
O -3.06493 -0.83565 0.52744 0.1349
O 2.42110 0.20701 1.18605 0.0716
H 4.00199 0.34853 -0.06606 0.1287
H 2.91735 -0.40522 -1.85842 0.0856
H -0.12061 0.17685 2.28209 0.1179
H -1.87677 0.26708 1.56742 0.0733
H -0.62461 1.75495 1.38114 0.1405
H 0.13008 -0.98382 0.05059 0.1391
H 0.61242 0.39841 -0.36856 0.0633
H -1.23320 0.19570 -2.09975 0.1922
H -3.27782 -0.82537 -1.49523 0.1459
```

Summary:
2S+1: 2
LUMO (alpha / beta): -8.4839 / -8.4809 eV
HOMO (alpha / beta): -15.00 / -14.60 eV
Net charge: +1
Gap between HOMO and LUMO (alpha / beta): 6.520 / 6.117 eV

---

(Q)
Formula: C5H9NO2
Source: the OMol25 dataset
Level of theory: ωB97M-V with the def2-TZVPD basis set

Geometry as XYZ:
```
17
Properties=species:S:1:pos:R:3:lowdin_charge:R:1
C 0.42563 1.52836 -0.48403 -0.1967
N -0.00634 0.29661 0.14294 -0.0059
C 0.15209 0.23407 1.58475 -0.1598
C 1.60524 0.45054 2.00431 -0.0244
C -0.08011 -0.87144 -0.60813 -0.0655
C -1.57621 -1.18460 -1.00145 -0.1295
O -1.98664 -2.27822 -0.84340 0.1891
O 1.11579 1.49818 -1.44573 0.1862
H 0.06719 2.45284 -0.01229 0.1711
H -0.16833 -0.74080 1.94481 0.1383
H -0.53468 0.95401 2.05117 0.1485
H 2.15350 -0.48213 1.92858 0.0926
H 2.15892 1.11388 1.33634 0.0856
H 1.68276 0.84267 3.00852 0.0968
H 0.32516 -1.71322 -0.06281 0.1545
H 0.48303 -0.80712 -1.53981 0.1581
H -2.19956 -0.37411 -1.41710 0.1610
```

Summary:
2S+1: 2
LUMO (alpha / beta): -4.1372 / -8.5708 eV
HOMO (alpha / beta): -15.37 / -15.21 eV
Net charge: +1
Gap between HOMO and LUMO (alpha / beta): 11.236 / 6.637 eV

---

Least stable: (P)

---

(P)
Formula: C7H14O2
Source: the OMol25 dataset
Level of theory: ωB97M-V with the def2-TZVPD basis set

Geometry as XYZ:
```
23
Properties=species:S:1:pos:R:3:lowdin_charge:R:1
C -0.38792 0.75876 -0.40665 -0.3663
C -0.80152 -0.55038 -0.03954 -0.1189
C 1.18235 -0.43080 -0.35462 -0.2997
C -1.40040 -0.94269 1.30629 -0.3866
C -0.65950 1.21479 -1.80566 -0.0193
C -0.24493 1.82553 0.63239 -0.0250
C 1.65243 -1.19988 0.86770 -0.0320
O -2.57615 -0.59860 0.75457 -0.1694
O 1.37475 -1.09178 -1.56082 -0.0104
H 1.03226 -1.99142 -1.49004 0.1090
H -1.03987 -1.23125 -0.85260 0.1442
H 1.76767 0.48527 -0.43788 0.1407
H -1.23317 -2.01802 1.52179 0.1066
H -1.02495 -0.31827 2.14190 0.1029
H -1.73274 1.42071 -1.87610 0.1083
H -0.10016 2.11439 -2.06032 0.0873
H -0.43393 0.42874 -2.52584 0.0867
H -1.25244 2.19435 0.85144 0.1110
H 0.16587 1.45181 1.56709 0.0792
H 0.36331 2.65425 0.26896 0.0885
H 1.44669 -0.64762 1.78264 0.0854
H 1.17161 -2.17580 0.93029 0.0861
H 2.73074 -1.35210 0.78501 0.0915
```

Summary:
LUMO: 0.5633 eV
HOMO: -7.74 eV
Gap between HOMO and LUMO: 8.308 eV

---

(Q)
Formula: C7H14O2
Source: the OMol25 dataset
Level of theory: ωB97M-V with the def2-TZVPD basis set

Geometry as XYZ:
```
23
Properties=species:S:1:pos:R:3:lowdin_charge:R:1
C -0.59426 0.08680 -0.23089 -0.4292
C 0.88070 0.40868 1.24200 -0.1026
C -0.72476 -0.57168 -1.61549 -0.0598
C -1.09105 1.53260 -0.37377 -0.0627
C -1.54300 -0.67833 0.70893 -0.0768
C 1.99202 -1.21794 -0.18684 -0.0110
C 1.25258 0.14731 -0.17855 -0.6183
O 1.09427 1.62714 1.73782 0.1136
O 1.78224 1.09971 -0.83633 -0.0542
H 0.86584 1.65910 2.67676 0.1310
H 1.00235 -0.40658 1.96482 0.1601
H -0.05205 -0.09613 -2.32871 0.0934
H -0.53796 -1.64557 -1.57949 0.0844
H -1.73412 -0.44805 -2.01173 0.0886
H -0.42304 2.09684 -1.02096 0.0898
H -2.09926 1.56108 -0.79067 0.0867
H -1.17830 2.03719 0.58972 0.0781
H -1.64827 -0.20430 1.68791 0.0773
H -2.56235 -0.67185 0.31857 0.0839
H -1.22154 -1.71228 0.83881 0.0823
H 2.92967 -1.11404 0.35878 0.0885
H 1.41196 -2.02967 0.25483 0.0743
H 2.19832 -1.46004 -1.22550 0.0828
```

Summary:
LUMO: 0.2306 eV
HOMO: -7.88 eV
Gap between HOMO and LUMO: 8.108 eV

---

Least stable: (P)